# C31H19FNO10Rb

C31H19FNO10Rb as an isolated structure (ωB97M-V with the def2-TZVPD basis set, the OMol25 dataset).

Geometry as ORCA input:
```
! RIJCOSX wB97M-V def2-TZVPD def2/J DEFGRID3
* xyz 1 2
Rb 3.03514 -1.42425 5.36303
N 0.75185 -1.48657 2.53258
O 1.59686 -0.62036 2.30832
O 0.89802 -2.17807 3.54427
O -0.29537 -1.67329 1.89116
C 4.06803 1.31437 1.22665
C 4.93833 2.44155 1.62692
O 6.13935 2.04215 0.99079
C 5.92704 1.17008 0.07643
O 6.78502 0.88295 -0.74270
O 4.68426 0.71032 0.11535
F 4.94423 2.48349 2.97469
H 3.03598 1.61279 1.04246
H 4.18352 0.56597 2.01064
H 4.51610 3.35006 1.19748
C -2.95401 -6.03444 -3.18092
C -2.30072 -5.97362 -4.37610
C -1.24571 -5.11327 -4.62388
C -0.69631 -4.39016 -3.63485
C -1.20703 -4.52797 -2.31272
C -2.36142 -5.35470 -2.13348
C -0.52631 -3.86065 -1.15080
O -0.99859 -3.93585 -0.06809
C 0.82657 -3.22524 -1.44275
C 1.56396 -2.74663 -0.29192
C 2.83053 -2.23609 -0.48274
C 3.21141 -1.92907 -1.82265
C 2.41499 -2.23267 -2.93911
C 1.28230 -2.96637 -2.81806
C 0.51988 -3.51344 -4.01687
O 0.92118 -3.43911 -5.17778
H -3.92900 -6.48042 -3.05088
H -2.50572 -6.52274 -5.28320
H -0.76848 -5.03886 -5.58986
H -2.81985 -5.46807 -1.16219
H 1.26029 -3.20216 0.63903
H 3.54709 -2.02264 0.29660
H 4.15172 -1.47027 -2.09048
H 2.83680 -1.96588 -3.89687
C -2.92696 -0.16060 0.65728
C -4.20745 0.25851 0.85112
C -4.51325 1.58781 1.06465
C -3.48937 2.59090 1.03840
C -2.15950 2.18207 0.84122
C -1.92497 0.83805 0.62612
C -1.07276 3.21031 0.82207
O 0.06613 2.93342 0.57089
C -1.39669 4.55772 1.39825
C -0.39623 5.50245 1.74423
C -0.61932 6.70636 2.25036
C -1.90345 7.12445 2.52163
C -2.94425 6.19844 2.25681
C -2.71719 4.93207 1.71346
C -3.89448 4.02522 1.44474
O -5.07556 4.39662 1.65102
H -2.61326 -1.18890 0.55433
H -4.91567 -0.54121 1.01007
H -5.57136 1.65116 1.27152
H -0.90444 0.48562 0.59946
H 0.63013 5.18819 1.62490
H 0.24609 7.33009 2.41891
H -2.03157 8.06562 3.03562
H -3.92653 6.58475 2.48545
*
```

As for the largest force on an atom: 5.123 eV/A. The value obtained for the HOMO-LUMO gap (alpha / beta) is 6.21 / 3.12 eV. As for the HOMO energy (alpha / beta): -11.0 / -11.0 eV.


# C37H37N2O3P

A 2-piece molecular cluster, C37H37N2O3P overall (ωB97M-V with the def2-TZVPD basis set, the OMol25 dataset).

Geometry as ORCA input:
```
! RIJCOSX wB97M-V def2-TZVPD def2/J DEFGRID3
* xyz 0 1
C 3.89917 -0.30073 3.41073
C 3.13414 -1.27415 2.55934
O 2.12090 -0.52217 1.85086
C 1.09628 -1.30295 1.35479
C -0.14010 -0.60332 1.37083
P -1.56731 -1.47682 0.87053
C -1.59683 -3.15188 1.59110
C -1.02759 -3.42482 2.83899
C -1.15725 -4.69527 3.41367
C -1.82579 -5.71123 2.72671
C -2.37856 -5.44853 1.46828
C -2.26264 -4.17517 0.89944
C -2.96669 -0.66728 1.73166
C -3.13200 -0.79443 3.11528
C -4.27563 -0.28626 3.74283
C -5.24346 0.39034 2.99492
C -5.04694 0.57839 1.62200
C -3.92601 0.03442 0.98861
O -1.77982 -1.51161 -0.61546
O 1.30515 -2.45008 0.94477
H 4.74760 -0.79773 3.88823
H 4.24928 0.55954 2.83552
H 3.23926 0.07394 4.19891
H 3.77547 -1.79789 1.83908
H 2.64367 -2.02287 3.19527
H -0.19089 0.30758 1.95675
H -0.49304 -2.64389 3.38058
H -0.73254 -4.87166 4.40215
H -1.92260 -6.69975 3.17627
H -2.91497 -6.23235 0.93225
H -2.69506 -3.97102 -0.08152
H -2.38034 -1.31708 3.70636
H -4.41029 -0.43867 4.81511
H -6.14889 0.76335 3.47865
H -5.77839 1.13710 1.03647
H -3.79239 0.14724 -0.08863
C 3.44542 -1.70286 -1.23311
C 3.13161 -0.28907 -1.05020
N 3.97245 0.56096 -0.41069
C 5.26300 0.18758 0.13545
C 3.46235 1.86016 -0.41539
C 2.26081 1.84070 -1.15854
C 1.68677 3.05777 -1.49945
C 2.25195 4.24390 -1.00701
C 3.42255 4.22882 -0.22725
C 4.05265 3.01306 0.07586
C 1.98440 0.44031 -1.48449
C 0.86835 -0.09232 -2.12060
C -0.24585 0.64745 -2.58800
C -0.72932 0.76728 -3.91922
C -0.14537 0.24512 -5.16827
N -1.78881 1.62248 -3.92501
C -2.49537 2.04993 -5.11879
C -2.06763 2.06303 -2.63026
C -1.10968 1.47439 -1.77109
C -1.10057 1.81762 -0.42792
C -2.09575 2.67153 0.05502
C -3.03425 3.25944 -0.81093
C -3.02190 2.96529 -2.18211
H 2.75938 -2.08942 -1.99212
H 4.48568 -1.84395 -1.55696
H 3.27045 -2.29036 -0.31879
H 5.80681 1.10326 0.37440
H 5.13972 -0.39900 1.05493
H 5.83882 -0.40313 -0.58901
H 0.82158 3.07329 -2.15538
H 1.77792 5.19620 -1.24829
H 3.84352 5.16355 0.14313
H 4.96381 2.93647 0.66786
H 0.90295 -1.15497 -2.36193
H 0.72674 -0.35462 -4.88991
H -0.85264 -0.38327 -5.72777
H 0.18151 1.05736 -5.83737
H -3.28961 2.73411 -4.81649
H -1.82412 2.56505 -5.81993
H -2.93779 1.19021 -5.63672
H -0.34981 1.36060 0.21236
H -2.14326 2.87832 1.12491
H -3.78715 3.93483 -0.40374
H -3.72720 3.39063 -2.89248
*
```

Its energy relative to the best compared isomer or geometry (same formula, charge and spin) is 0.00 kJ/mol. As for the largest force on an atom: 1.944 eV/A. The value obtained for the HOMO-LUMO gap is 5.20 eV. As for the HOMO energy: -6.5 eV.


# C25H28N4O2

C25H28N4O2 in the gas phase (ωB97M-V with the def2-TZVPD basis set, the OMol25 dataset).

Geometry as ORCA input:
```
! RIJCOSX wB97M-V def2-TZVPD def2/J DEFGRID3
* xyz 0 1
C -0.00123 1.30335 7.17918
O -0.08922 1.54138 5.79221
C 0.83081 2.35674 5.18763
C 1.90088 2.91415 5.87981
C 2.81018 3.74012 5.24316
C 2.66350 4.03350 3.90009
C 1.60046 3.48975 3.20862
C 0.67505 2.64557 3.81892
C -0.41879 2.16303 2.92153
O -0.62430 2.69299 1.84408
N -1.11918 1.08223 3.36088
C -2.20876 0.47557 2.73755
C -3.38565 0.06508 3.34048
C -4.10693 -0.54207 2.31124
N -3.42757 -0.51718 1.18139
N -2.27719 0.10074 1.43862
C -1.25551 0.20842 0.41844
C -0.10474 -0.75976 0.71194
C 0.93141 -0.65349 -0.41586
N 0.39022 -0.92124 -1.72893
C 0.11571 -2.31785 -2.00705
C 0.18197 -2.62836 -3.47335
C 0.75127 -1.83857 -4.37980
C 0.86427 -2.09182 -5.80861
C 0.19704 -3.13339 -6.45563
C 0.34505 -3.33278 -7.81439
C 1.16082 -2.49819 -8.56100
C 1.82505 -1.45607 -7.93582
C 1.67520 -1.25425 -6.57759
C -0.72913 -0.04217 -2.01174
C -1.84158 -0.09798 -0.95574
H -0.85581 0.67229 7.41953
H 0.92079 0.77452 7.43795
H -0.06767 2.23327 7.75043
H 2.03589 2.70682 6.92922
H 3.63166 4.15440 5.80819
H 3.36656 4.68021 3.39927
H 1.45029 3.70856 2.16206
H -1.00831 0.83850 4.33626
H -3.67055 0.20000 4.36377
H -5.08055 -0.98878 2.34714
H -0.87401 1.23633 0.43071
H -0.49388 -1.77927 0.77003
H 0.36565 -0.51636 1.66660
H 1.32904 0.36713 -0.42855
H 1.76328 -1.33773 -0.23094
H 0.87497 -2.92464 -1.49903
H -0.86413 -2.64922 -1.62391
H -0.25394 -3.57952 -3.74653
H 1.19521 -0.91443 -4.03387
H -0.45058 -3.78835 -5.89294
H -0.18151 -4.14352 -8.29764
H 1.27402 -2.65687 -9.62339
H 2.46035 -0.79799 -8.51131
H 2.19625 -0.43932 -6.09494
H -0.33680 0.97869 -2.06283
H -1.13129 -0.30403 -2.99192
H -2.61869 0.62623 -1.19747
H -2.30534 -1.08443 -0.93613
*
```

Its energy relative to the best compared isomer or geometry (same formula, charge and spin) is 223.84 kJ/mol. Its SMILES is COc1ccccc1C(=O)Nc1ccnn1C1CCN(C/C=C/c2ccccc2)CC1. As for the largest force on an atom: 0.796 eV/A. The value obtained for the HOMO-LUMO gap is 8.57 eV. As for the HOMO energy: -8.1 eV.


# C5H5F

A 2-piece molecular cluster, C5H5F overall (ωB97M-V with the def2-TZVPD basis set, the OMol25 dataset).

Geometry as ORCA input:
```
! RIJCOSX wB97M-V def2-TZVPD def2/J DEFGRID3
* xyz 0 1
C -2.01287 -0.56168 -0.19769
C -0.77853 -0.25370 1.42752
C 0.42926 -0.01147 1.98386
C 1.64518 0.36013 2.21293
C -1.43608 -0.62379 -1.47647
F -1.68875 -0.76783 2.26710
H 1.85041 1.26965 2.59396
H 2.51200 -0.19152 2.19623
H -1.38975 0.51506 -1.83241
H -2.10414 -1.23030 -2.21567
H -0.30202 -0.86526 -1.41570
*
```

Its energy relative to the best compared isomer or geometry (same formula, charge and spin) is 736.79 kJ/mol. As for the largest force on an atom: 4.241 eV/A. The value obtained for the HOMO-LUMO gap is 7.95 eV. As for the HOMO energy: -8.8 eV.


# C15H32N3O2PPtSi

C15H32N3O2PPtSi as an isolated structure (ωB97M-V with the def2-TZVPD basis set, the OMol25 dataset).

Geometry as ORCA input:
```
! RIJCOSX wB97M-V def2-TZVPD def2/J DEFGRID3
* xyz 0 5
Pt 0.37378 0.54656 -0.17268
Si 2.49362 0.76409 -1.00685
P -0.44570 0.53133 -2.29805
N -0.76829 -1.06886 0.14886
H 1.67044 1.38532 0.08327
C -2.26645 0.39552 -2.38390
H -2.64866 0.30090 -3.40947
H -2.70406 1.27328 -1.90054
H -2.57785 -0.48227 -1.81230
C -0.11404 2.01009 -3.31164
H -0.56703 1.92294 -4.30496
H 0.95701 2.15147 -3.45786
H -0.52446 2.89886 -2.82881
C 0.10216 -0.85296 -3.35648
H -0.27037 -0.77028 -4.38669
H -0.24837 -1.80853 -2.95616
H 1.19247 -0.89384 -3.39783
C 3.50429 2.32910 -0.39519
H 3.08416 2.70968 0.54213
H 3.41319 3.13401 -1.12889
H 4.53386 2.03386 -0.19110
H 3.23268 -0.43566 -0.48131
H 2.51137 0.89230 -2.49413
C -0.50792 -2.33575 -0.10591
C -1.53193 -4.55970 -0.11299
C -1.62208 -3.20235 0.11247
C 0.72132 -2.92395 -0.55383
C 0.77077 -4.27824 -0.85387
C -0.34496 -5.10574 -0.64037
H -2.38458 -5.20279 0.11460
H -2.53726 -2.69953 0.43133
H 1.58428 -2.27437 -0.66599
H 1.69817 -4.71353 -1.25256
H -0.28035 -6.17193 -0.89114
C -1.73329 2.52637 0.75287
O -1.60760 1.31680 0.29376
C -1.79994 2.71405 2.21168
H -0.96641 3.42259 2.42869
H -1.64257 1.69453 2.61377
H -2.75959 3.13689 2.49164
C -1.17874 3.69892 -0.09430
H -1.86621 3.91744 -0.92842
H -0.22254 3.35323 -0.54712
H -0.98597 4.61879 0.50150
C 1.92777 -0.47668 4.45229
N 0.56851 -0.75547 4.04713
C 0.03770 -0.39668 2.84233
N -1.30879 -0.54828 2.69997
O 0.79139 0.09869 1.93569
H 2.49760 -0.35312 3.52668
H 2.33164 -1.31142 5.04072
H 1.99607 0.43164 5.07546
H -0.08732 -1.09662 4.74004
H -1.65618 -0.57267 1.73677
H -1.83474 -0.91807 3.49765
*
```

Its energy relative to the best compared isomer or geometry (same formula, charge and spin) is 243.11 kJ/mol. As for the largest force on an atom: 3.836 eV/A. The value obtained for the HOMO-LUMO gap (alpha / beta) is 4.57 / 6.01 eV. As for the HOMO energy (alpha / beta): -4.1 / -7.6 eV.